1.
# C5H10O

A cluster of 2 separate species, C5H10O in total (the ωB97M-V functional and the def2-TZVPD basis, the Open Molecules 2025 dataset).

Geometry as ORCA input:
```
! RIJCOSX wB97M-V def2-TZVPD def2/J DEFGRID3
* xyz 0 1
C 0.634 1.144 0.774
C 0.770 0.078 -0.017
C 0.896 -1.318 0.530
C 0.757 0.181 -1.517
H 0.634 1.053 1.858
H 0.528 2.146 0.362
H 0.908 -1.331 1.624
H 1.816 -1.797 0.169
H 0.054 -1.932 0.182
H 1.672 -0.247 -1.945
H 0.672 1.218 -1.854
H -0.090 -0.386 -1.923
C -2.308 0.302 0.442
O -2.427 -0.503 -0.447
H -2.209 -0.001 1.504
H -2.308 1.394 0.259
*
```

Total energy: -7393.3161 eV
SMILES string: C=C(C)C.C=O
Frontier orbital gap: 10.43 eV

=====

2.
# ClH2NOS

A cluster of 2 separate species, ClH2NOS in total (the ωB97M-V functional and the def2-TZVPD basis, the Open Molecules 2025 dataset).

Geometry as ORCA input:
```
! RIJCOSX wB97M-V def2-TZVPD def2/J DEFGRID3
* xyz 0 1
N -1.542 0.219 0.415
O 1.852 -1.495 0.345
S 1.264 -0.488 -0.493
Cl 2.124 1.307 -0.052
H -2.036 -0.564 -0.006
H -1.661 1.020 -0.209
*
```

Total energy: -26924.7520 eV
Frontier orbital gap (spin up / spin down): 9.92 / 8.19 eV

=====

3.
# C4H9NO2

A cluster of 2 separate species, C4H9NO2 in total (the ωB97M-V functional and the def2-TZVPD basis, the Open Molecules 2025 dataset).

Geometry as ORCA input:
```
! RIJCOSX wB97M-V def2-TZVPD def2/J DEFGRID3
* xyz 0 1
C -3.004 2.423 2.396
C -2.013 1.286 2.497
C -2.502 0.037 3.193
O -0.884 1.372 2.042
H -2.549 3.285 1.879
H -3.322 2.744 3.402
H -3.895 2.104 1.830
H -2.789 0.266 4.233
H -3.380 -0.375 2.668
H -1.709 -0.730 3.208
N -1.152 1.274 -0.409
C -2.395 0.733 -0.505
O -3.115 0.476 0.443
H -0.773 1.489 0.516
H -0.598 1.466 -1.247
H -2.697 0.544 -1.564
*
```

Total energy: -9879.1002 eV
SMILES string: CC(C)=O.NC=O
Frontier orbital gap: 10.74 eV

=====

4.
# CH4FNO2

A cluster of 2 separate species, CH4FNO2 in total (the ωB97M-V functional and the def2-TZVPD basis, the Open Molecules 2025 dataset).

Geometry as ORCA input:
```
! RIJCOSX wB97M-V def2-TZVPD def2/J DEFGRID3
* xyz 0 1
C 0.012 0.035 0.525
N -1.208 -0.573 0.684
O 0.188 1.335 0.749
O 1.053 -0.816 0.700
F -2.293 -0.042 -0.112
H -0.195 0.155 -1.500
H -1.229 -1.563 0.516
H -0.595 1.926 0.745
H 1.807 -0.347 0.272
*
```

Total energy: -9398.6431 eV
Frontier orbital gap (spin up / spin down): 7.91 / 7.92 eV

=====

5.
# C6H14N4O2

The molecule C6H14N4O2 (the ωB97M-V functional and the def2-TZVPD basis, the Open Molecules 2025 dataset).

Geometry as ORCA input:
```
! RIJCOSX wB97M-V def2-TZVPD def2/J DEFGRID3
* xyz 0 1
H -1.278 0.188 2.760
N -0.604 -0.353 2.267
C 0.406 0.322 1.896
N 0.694 1.616 2.345
N 1.333 -0.139 1.014
C 1.244 -1.450 0.427
C -0.088 -1.755 -0.378
C -0.405 -1.106 -1.729
C -0.692 0.400 -1.640
N -1.771 0.777 -0.700
C 0.566 1.222 -1.386
O 1.562 0.942 -2.042
O 0.468 2.137 -0.511
H -0.127 2.015 2.785
H 1.378 2.107 1.816
H 1.808 0.611 0.452
H 1.266 -2.158 1.237
H 2.098 -1.733 -0.181
H -0.849 -1.479 0.347
H -0.084 -2.842 -0.438
H 0.416 -1.232 -2.421
H -1.281 -1.636 -2.106
H -1.091 0.552 -2.715
H -1.861 0.208 0.132
H -2.662 0.783 -1.103
H -0.447 2.003 -0.128
*
```

Total energy: -16504.8358 eV
SMILES string: [H]/N=C(\N)NCCC[C@@H](N)C(=O)O
Frontier orbital gap: 9.54 eV

=====

6.
# C19H25ClIrN3O7STe

A structure of composition C19H25ClIrN3O7STe (the ωB97M-V functional and the def2-TZVPD basis, the Open Molecules 2025 dataset).

Geometry as ORCA input:
```
! RIJCOSX wB97M-V def2-TZVPD def2/J DEFGRID3
* xyz 1 6
Ir 0.331 0.865 0.965
C -2.987 -2.781 2.497
N -1.829 -2.054 3.006
C -1.867 -1.629 4.400
C -0.849 -1.635 2.206
O 0.093 -0.927 2.589
C -0.920 -2.065 0.740
O 0.160 -1.535 -0.006
C 1.379 -2.235 0.070
C 2.504 -1.311 0.530
O 2.277 -0.120 0.796
N 3.730 -1.816 0.635
C 4.093 -3.175 0.264
C 4.843 -0.963 1.040
H -3.545 -3.168 3.346
H -2.690 -3.632 1.886
H -3.646 -2.130 1.920
H -1.996 -2.498 5.043
H -2.702 -0.944 4.561
H -0.935 -1.132 4.646
H -1.831 -1.674 0.286
H -0.936 -3.156 0.664
H 1.623 -2.611 -0.929
H 1.309 -3.091 0.745
H 3.221 -3.794 0.084
H 4.666 -3.626 1.074
H 4.709 -3.169 -0.636
H 4.463 -0.034 1.448
H 5.482 -0.749 0.182
H 5.428 -1.484 1.796
Te -0.630 0.306 -2.819
C -0.712 0.345 -4.877
C -1.686 1.126 -5.507
C -1.768 1.122 -6.889
C -0.883 0.355 -7.636
C 0.092 -0.412 -7.010
C 0.183 -0.423 -5.629
H -2.367 1.733 -4.923
H -2.520 1.721 -7.385
H -0.952 0.357 -8.716
H 0.780 -1.001 -7.601
H 0.945 -1.021 -5.145
Cl 0.431 6.481 1.698
C -0.079 4.956 2.318
C -1.068 4.875 3.283
C -1.438 3.623 3.742
C -0.820 2.508 3.215
N 0.128 2.595 2.274
C 0.492 3.801 1.823
H -1.534 5.776 3.658
H -2.207 3.510 4.492
H -1.070 1.507 3.541
H 1.235 3.833 1.040
O -2.271 3.200 0.270
S -1.677 2.193 -0.557
O -0.189 2.368 -0.765
O -1.684 0.810 0.145
O -2.309 2.033 -1.886
*
```

Total energy: -72391.8913 eV
Frontier orbital gap (spin up / spin down): 8.24 / 6.25 eV

=====

7.
# C16H17CaN9S

A structure of composition C16H17CaN9S (the ωB97M-V functional and the def2-TZVPD basis, the Open Molecules 2025 dataset).

Geometry as ORCA input:
```
! RIJCOSX wB97M-V def2-TZVPD def2/J DEFGRID3
* xyz 2 1
Ca 0.066 -0.525 -0.048
S 5.672 4.977 0.001
N 5.800 3.373 0.090
C 4.557 2.906 0.065
C 4.192 1.498 0.074
C 5.160 0.493 0.098
C 4.756 -0.821 0.102
C 3.392 -1.085 0.080
N 2.449 -0.147 0.061
C 2.840 1.153 0.061
C 1.795 2.218 0.047
N 0.489 1.851 0.042
C -0.432 2.811 0.036
C -0.144 4.170 0.035
C 1.177 4.550 0.037
C 2.165 3.563 0.042
C 3.579 3.903 0.048
N 4.069 5.137 0.060
H 6.207 0.766 0.111
H 5.468 -1.633 0.119
H 3.051 -2.114 0.077
H -1.467 2.487 0.033
H -0.942 4.897 0.032
H 1.471 5.591 0.034
C -5.285 -2.836 0.215
N -4.396 -1.759 -0.240
C -5.032 -0.443 -0.307
C -3.050 -1.823 -0.201
N -2.257 -0.785 -0.183
N -2.541 -3.118 -0.236
C -1.263 -3.610 -0.046
N -1.215 -4.954 -0.062
N -0.223 -2.848 0.118
H -6.271 -2.645 -0.198
H -5.351 -2.865 1.303
H -4.997 -3.817 -0.154
H -6.057 -0.574 -0.638
H -4.537 0.187 -1.044
H -5.041 0.051 0.669
H -2.836 0.041 -0.082
H -3.216 -3.813 -0.501
H -2.041 -5.527 -0.070
H -0.338 -5.437 0.022
H 0.578 -3.446 0.300
*
```

Total energy: -59544.3361 eV
Frontier orbital gap: 8.37 eV

=====

8.
# C47H74BrF6N2O19S

A cluster of 6 separate species, C47H74BrF6N2O19S in total (the ωB97M-V functional and the def2-TZVPD basis, the Open Molecules 2025 dataset).

Geometry as ORCA input:
```
! RIJCOSX wB97M-V def2-TZVPD def2/J DEFGRID3
* xyz 1 1
C -2.175 3.364 4.473
C -1.835 2.134 3.586
C -2.663 2.078 2.277
C -3.468 0.760 2.087
C -4.833 0.898 1.327
C -4.905 0.206 -0.043
S -6.581 0.693 -0.710
C -3.924 0.875 -1.081
C -3.897 2.404 -1.034
C -3.206 3.019 -2.309
C -3.077 4.552 -2.052
N -4.254 5.275 -1.611
O -2.062 5.129 -2.169
N -2.561 0.283 -1.016
C -2.520 -1.168 -1.343
C -2.194 -1.233 -2.890
C -0.686 -1.120 -3.237
C -0.122 -2.496 -3.523
F -0.819 -3.255 -4.383
C 0.957 -3.027 -2.971
F 0.936 -4.291 -2.608
F 2.083 -2.421 -2.775
C -1.436 -1.897 -0.522
O -0.372 -1.015 -0.198
C 0.420 -1.474 0.893
C 1.040 -0.211 1.541
O 1.707 -0.562 2.730
C 0.825 -0.705 3.831
C 1.436 -0.144 5.133
C -3.895 -1.903 -1.217
C -3.744 -3.440 -1.250
C -4.899 -4.123 -2.009
O -5.408 -3.690 -2.942
Br -5.423 -5.877 -1.273
C -4.823 -1.367 -0.049
C -4.572 -2.078 1.308
C -5.530 -3.320 1.450
C -6.791 -2.857 2.181
F -6.582 -2.610 3.471
F -7.281 -1.720 1.653
F -7.767 -3.758 2.057
H -1.330 3.631 5.124
H -2.466 4.240 3.877
H -2.999 3.114 5.161
H -2.031 1.232 4.192
H -0.752 2.117 3.386
H -3.363 2.927 2.234
H -1.986 2.178 1.405
H -3.710 0.402 3.103
H -2.863 -0.061 1.652
H -5.613 0.441 1.957
H -5.110 1.964 1.294
H -6.743 -0.188 -1.735
H -4.346 0.622 -2.069
H -4.901 2.840 -1.013
H -3.362 2.829 -0.170
H -3.771 2.807 -3.228
H -2.161 2.670 -2.349
H -4.339 5.189 -0.596
H -5.090 4.799 -1.959
H -1.996 0.762 -1.728
H -2.142 0.539 -0.112
H -2.714 -0.379 -3.358
H -2.686 -2.120 -3.306
H -0.071 -0.545 -2.535
H -0.627 -0.578 -4.202
H -1.830 -2.321 0.419
H -1.014 -2.750 -1.083
H 1.239 -2.131 0.552
H -0.151 -1.984 1.687
H 0.253 0.545 1.751
H 1.724 0.287 0.836
H 0.595 -1.766 4.047
H -0.152 -0.206 3.694
H 1.635 0.934 5.072
H 2.314 -0.734 5.423
H 0.692 -0.280 5.937
H -4.455 -1.641 -2.133
H -2.855 -3.667 -1.869
H -3.563 -3.922 -0.284
H -5.815 -1.714 -0.370
H -4.771 -1.489 2.210
H -3.564 -2.504 1.422
H -5.881 -3.700 0.484
H -5.062 -4.099 2.063
C -4.725 3.208 -7.056
C -5.061 1.762 -6.782
C -6.525 1.491 -6.567
O -6.489 0.311 -5.748
C -5.329 0.344 -5.061
O -5.057 -0.387 -4.154
O -4.508 1.320 -5.527
H -5.167 3.864 -6.303
H -3.646 3.363 -7.017
H -5.088 3.510 -8.038
H -4.648 1.126 -7.569
H -7.064 1.305 -7.493
H -7.034 2.280 -6.008
C 4.971 2.591 0.287
C 3.553 2.932 -0.104
C 3.438 3.741 -1.366
O 2.193 4.422 -1.165
C 2.023 4.549 0.181
O 1.186 5.218 0.696
O 2.941 3.804 0.857
H 5.601 3.476 0.304
H 4.995 2.169 1.293
H 5.401 1.871 -0.410
H 2.947 2.021 -0.156
H 3.404 3.127 -2.264
H 4.228 4.488 -1.473
C 10.599 -0.010 0.845
C 9.240 0.587 0.571
C 9.034 1.045 -0.847
O 8.039 2.065 -0.689
C 8.194 2.574 0.564
O 7.658 3.557 0.967
O 9.047 1.814 1.295
H 11.389 0.653 0.502
H 10.746 -0.148 1.916
H 10.709 -0.972 0.349
H 8.455 -0.110 0.883
H 8.677 0.253 -1.503
H 9.926 1.501 -1.286
C -5.007 -6.105 7.426
C -4.950 -5.046 6.352
C -5.333 -5.530 4.979
O -4.620 -4.614 4.137
C -3.527 -4.203 4.834
O -2.627 -3.580 4.361
O -3.601 -4.596 6.128
H -4.455 -6.998 7.127
H -4.546 -5.741 8.345
H -6.039 -6.386 7.638
H -5.544 -4.177 6.651
H -6.405 -5.476 4.794
H -4.982 -6.541 4.762
C 14.642 0.820 -3.511
C 13.955 0.949 -2.173
C 14.833 1.467 -1.066
O 14.204 0.914 0.095
C 13.585 -0.231 -0.296
O 13.120 -1.034 0.446
O 13.572 -0.334 -1.654
H 15.574 0.259 -3.419
H 14.012 0.273 -4.212
H 14.865 1.802 -3.929
H 13.046 1.551 -2.276
H 14.856 2.554 -1.015
H 15.857 1.088 -1.115
*
```

Total energy: -188998.2747 eV
Frontier orbital gap: 9.43 eV